The following is a DFT calculation (ωB97M-V with the def2-TZVPD basis set) of the molecule C5H9FO2 at a distorted geometry.

* E_tot: -446.2471 a.u.
* frontier orbital gap: 10.7 eV
* energy relative to the best compared isomer or geometry (same formula, charge and spin): 0.424 eV

Geometry as ORCA input:
```
! RIJCOSX wB97M-V def2-TZVPD def2/J DEFGRID3
* xyz 0 1
O -0.7392 -1.8485 -0.4055
C 0.4050 -1.0261 -0.3013
C 0.6944 -0.4536 1.0615
C -0.1778 0.8106 1.1516
F -1.4442 0.3313 1.6038
C -0.4160 1.2853 -0.3372
C 0.2279 0.2271 -1.2360
O 1.5673 0.6086 -1.5007
H -1.4871 -1.4451 0.0897
H 1.1950 -1.7181 -0.7118
H 1.7936 -0.2392 1.0602
H 0.4995 -1.1161 1.9078
H 0.1404 1.6290 1.8235
H -1.5015 1.4042 -0.5515
H 0.1429 2.1971 -0.4448
H -0.3521 -0.0415 -2.1442
H 1.5427 1.2080 -2.2444
*
```